No. 1
Density functional theory data (the ωB97M-V functional and the def2-TZVPD basis) for an isolated molecule of C22H22N4O4S2 at a distorted geometry.

Results
F_max: 1.42 eV Å⁻¹
SMILES string: CC[C@@]1(C)Cc2c(sc3c2c(=O)n(C)c2nnc(SCc4ccc5c(c4)OCO5)n32)CO1
Energy relative to the best compared isomer or geometry (same formula, charge and spin): 25.37 kcal/mol
Orbital gap: 8.40 eV
Calculated total energy: -58992.0793 eV
E_HOMO: -8.2 eV

```
54
Properties=species:S:1:pos:R:3:forces:R:3
C -4.9737 0.0121 -1.2966 -0.02 -0.02 0.22
C -4.9442 -0.0855 0.2248 0.35 0.24 -0.13
C -3.6113 0.3503 0.8579 -0.25 -0.59 0.26
C -3.7580 0.3375 2.3859 0.06 0.18 -0.34
C -2.4573 -0.5820 0.4440 -0.26 0.22 -0.04
C -1.1498 0.0648 0.7553 -0.07 0.43 0.00
C -1.0629 1.4054 0.9546 0.20 -0.44 0.00
S 0.5471 1.9426 1.3377 -0.26 -0.42 0.00
C 1.1087 0.3202 1.1953 -0.89 0.14 -0.12
C 0.1135 -0.5849 0.8887 0.43 0.61 0.14
C 0.3814 -2.0108 0.7456 0.21 0.04 0.05
O -0.4509 -2.8505 0.4732 -0.23 -0.05 -0.06
N 1.7119 -2.3646 0.9625 -0.24 -0.17 -0.03
C 2.1179 -3.7505 0.8516 0.01 -0.36 -0.05
C 2.6787 -1.4541 1.2317 0.26 0.90 0.10
N 3.9613 -1.6612 1.3861 -0.52 -1.30 -0.22
N 4.5404 -0.4697 1.5874 0.46 0.99 0.27
C 3.6322 0.4576 1.5617 -0.07 0.59 0.23
S 3.8708 2.1840 1.5887 0.26 -0.02 -0.02
C 4.4965 2.3398 -0.1563 -0.12 -0.10 0.40
C 3.6364 1.5023 -1.0379 0.11 -0.11 -0.33
C 4.0475 0.2265 -1.4007 0.08 0.28 0.00
C 3.1975 -0.6602 -2.0574 -0.39 -0.10 -0.16
C 1.9251 -0.2214 -2.3311 0.01 0.52 0.21
C 1.5142 1.0720 -1.9985 0.30 -0.41 -0.07
C 2.3491 1.9519 -1.3597 -0.16 -0.13 -0.32
O 0.2089 1.2436 -2.3709 0.34 0.37 0.21
C -0.1904 0.0215 -2.9537 -1.19 -0.25 -0.48
O 0.8876 -0.8886 -2.9198 0.48 -0.18 0.07
N 2.3913 -0.1121 1.3479 0.77 -1.10 0.01
C -2.2371 2.3210 0.8842 0.04 0.42 0.17
O -3.3713 1.6727 0.3703 -0.09 -0.07 -0.13
H -5.9910 -0.1293 -1.6531 -0.06 -0.02 -0.10
H -4.6263 0.9924 -1.6089 0.00 0.07 -0.12
H -4.3489 -0.7485 -1.7583 0.05 -0.06 -0.11
H -5.7223 0.5635 0.6296 -0.04 -0.03 0.12
H -5.1562 -1.1094 0.5362 -0.02 -0.01 0.11
H -4.1523 -0.6222 2.7077 -0.02 -0.11 0.04
H -2.8001 0.4954 2.8760 0.08 0.01 0.11
H -4.4470 1.1194 2.6974 -0.09 0.07 0.04
H -2.5064 -0.7804 -0.6284 -0.05 -0.11 0.01
H -2.5299 -1.5417 0.9563 -0.07 0.01 -0.05
H 2.4608 -4.1151 1.8196 0.02 -0.02 -0.03
H 2.9343 -3.8339 0.1361 0.00 -0.03 0.01
H 1.2518 -4.3190 0.5183 0.13 0.06 0.04
H 4.4264 3.4035 -0.3722 0.08 0.05 -0.06
H 5.5338 2.0126 -0.1515 -0.02 0.08 -0.08
H 5.0427 -0.1019 -1.1428 0.08 -0.02 0.07
H 3.5170 -1.6534 -2.3231 0.05 -0.16 -0.04
H 2.0198 2.9408 -1.0866 -0.06 0.13 0.04
H -1.0395 -0.3947 -2.3900 0.23 0.09 -0.04
H -0.4963 0.1926 -3.9979 0.15 -0.01 0.22
H -2.4415 2.7461 1.8823 -0.01 -0.04 -0.14
H -2.0398 3.1537 0.2007 0.00 -0.04 0.13
```
Positions in Å, forces in eV/Å.

Electronic structure analysis, Mulliken charges in units of e:
1 C -1.221
2 C -0.760
3 C 1.704
4 C -2.022
5 C -0.670
6 C -0.395
7 C 1.107
8 S -0.309
9 C 0.839
10 C -1.348
11 C 1.102
12 O -0.730
13 N 0.013
14 C -1.188
15 C 0.338
16 N -0.534
17 N -0.548
18 C 0.392
19 S -0.222
20 C -1.233
21 C 0.271
22 C -0.314
23 C -1.022
24 C 0.779
25 C 0.986
26 C -0.819
27 O -0.509
28 C -0.030
29 O -0.505
30 N 0.258
31 C -0.838
32 O -0.406
33 H 0.427
34 H 0.292
35 H 0.280
36 H 0.426
37 H 0.289
38 H 0.463
39 H 0.391
40 H 0.414
41 H -0.103
42 H 0.585
43 H 0.328
44 H 0.345
45 H 0.384
46 H 0.529
47 H 0.409
48 H 0.312
49 H 0.494
50 H 0.517
51 H 0.001
52 H 0.306
53 H 0.284
54 H 0.462

No. 2
Density functional theory data (the ωB97M-V functional and the def2-TZVPD basis) for a structure of composition C22H22N6RuS.

Results
F_max: 0.99 eV Å⁻¹
Energy relative to the best compared isomer or geometry (same formula, charge and spin): 0.19 kcal/mol
Net charge: +1
Orbital gap (alpha / beta): 7.60 / 8.15 eV
Calculated total energy: -45523.6884 eV
Spin multiplicity: 2
Expectation value of S²: 0.755
E_HOMO (alpha / beta): -10.4 / -11.2 eV

```
52
Properties=species:S:1:pos:R:3:forces:R:3
Ru -0.1771 1.8405 -0.6886 -0.43 -0.22 -0.86
C 0.0008 2.3919 -2.8151 0.06 -0.21 -0.29
C -0.1703 3.6234 -2.1404 0.29 0.14 0.17
C -1.4581 3.6407 -1.5682 0.08 -0.16 0.31
C -2.1120 2.4199 -1.9125 -0.13 0.06 0.11
C -1.2433 1.6856 -2.7257 0.26 -0.16 0.19
H 0.8662 2.0992 -3.3865 -0.03 0.00 -0.03
H 0.5875 4.3869 -2.0725 -0.05 0.05 0.01
H -1.8632 4.4084 -0.9295 -0.03 0.04 -0.06
H -3.1050 2.1237 -1.6143 -0.01 0.03 -0.02
H -1.4240 0.6947 -3.1100 -0.07 0.04 -0.08
N -1.5332 1.3489 3.2954 0.04 0.02 0.05
C -2.1062 0.1702 2.8495 -0.05 -0.08 -0.07
C -2.8756 -0.7961 3.4888 0.03 0.03 0.02
C -3.3154 -1.8462 2.7113 -0.02 -0.04 0.01
C -3.0071 -1.9333 1.3438 0.01 0.01 -0.01
C -2.2417 -0.9743 0.7146 -0.02 0.02 0.05
C -1.7859 0.0891 1.4921 0.05 0.03 -0.07
N -1.0264 1.2020 1.1486 -0.02 -0.05 0.21
C -0.9084 1.9207 2.2431 -0.03 -0.11 -0.04
C -0.1995 3.1839 2.2094 0.16 -0.03 0.04
C 0.2333 3.9861 3.2180 -0.24 0.10 0.02
S 1.0329 5.3402 2.5639 0.29 -0.14 0.01
C 0.8279 4.7026 0.9969 -0.22 0.11 -0.04
N 0.1409 3.6017 0.9478 0.06 0.27 0.30
H -1.5902 1.7244 4.2262 0.00 0.02 -0.01
H -3.1215 -0.7302 4.5399 0.00 0.01 0.00
H -3.9187 -2.6211 3.1640 0.00 0.00 0.00
H -3.3862 -2.7723 0.7762 0.00 0.00 -0.01
H -2.0043 -1.0288 -0.3380 -0.02 -0.01 0.00
H 0.1195 3.8606 4.2821 -0.03 0.01 0.00
H 1.2375 5.1912 0.1260 -0.03 0.03 0.00
N 2.8457 1.6357 0.1705 -0.08 -0.11 0.00
C 1.7295 1.7034 -0.1246 0.28 0.41 0.02
N 0.2809 -0.0850 -1.0838 -0.13 0.01 -0.12
C 0.8330 -1.0134 -1.4917 -0.02 -0.16 0.28
N 1.5225 -2.0423 -1.8799 0.02 0.06 -0.10
C 2.9527 -2.1097 -1.5010 0.01 0.01 -0.03
C 3.1478 -3.1486 -0.4087 0.01 0.00 0.02
C 2.5444 -4.4914 -0.8167 0.01 -0.01 -0.01
C 1.0664 -4.3485 -1.1763 -0.01 -0.01 0.00
C 0.8731 -3.3053 -2.2678 0.00 -0.01 0.02
H 3.2665 -1.1129 -1.1911 0.00 -0.02 0.02
H 3.5084 -2.3795 -2.4023 -0.01 -0.01 0.00
H 2.6797 -2.7907 0.5130 -0.01 0.01 -0.01
H 4.2150 -3.2498 -0.2070 0.00 0.00 0.00
H 2.6629 -5.2163 -0.0112 0.00 0.00 0.00
H 3.0903 -4.8890 -1.6787 0.00 0.01 0.00
H 0.4947 -4.0519 -0.2915 0.00 0.01 0.00
H 0.6589 -5.3003 -1.5209 0.00 0.00 0.00
H -0.1792 -3.1045 -2.4635 0.00 0.00 0.00
H 1.3333 -3.6336 -3.2027 0.01 0.01 0.00
```
Positions in Å, forces in eV/Å.

Electronic structure analysis, Mulliken charges in units of e:
1 Ru 0.147
2 C -0.602
3 C -0.483
4 C -0.289
5 C -0.406
6 C -0.415
7 H 0.483
8 H 0.465
9 H 0.425
10 H 0.477
11 H 0.522
12 N -0.069
13 C 0.518
14 C -1.146
15 C -0.438
16 C -0.817
17 C -0.582
18 C 0.397
19 N 0.425
20 C 0.458
21 C -0.529
22 C -0.274
23 S -0.107
24 C -0.246
25 N 0.462
26 H 0.234
27 H 0.419
28 H 0.404
29 H 0.439
30 H 0.429
31 H 0.399
32 H 0.336
33 N -0.764
34 C 0.473
35 N -0.081
36 C 0.219
37 N -0.041
38 C -0.834
39 C -0.523
40 C -0.688
41 C -0.503
42 C -0.791
43 H 0.495
44 H 0.316
45 H 0.286
46 H 0.352
47 H 0.330
48 H 0.319
49 H 0.279
50 H 0.356
51 H 0.447
52 H 0.318

No. 3
Density functional theory data (the ωB97M-V functional and the def2-TZVPD basis) for a structure of composition C22H22N9ORu.

Results
F_max: 0.27 eV Å⁻¹
Energy relative to the best compared isomer or geometry (same formula, charge and spin): 0.51 kcal/mol
Net charge: +2
Orbital gap (alpha / beta): 6.45 / 6.17 eV
Calculated total energy: -41198.7411 eV
Spin multiplicity: 2
Expectation value of S²: 0.857
E_HOMO (alpha / beta): -13.9 / -13.9 eV

```
55
Properties=species:S:1:pos:R:3:forces:R:3
Ru 0.6578 0.2487 -0.3741 -0.21 -0.17 0.05
C -3.9475 -2.6828 -1.1488 0.01 0.02 -0.01
C -3.9998 -1.9275 0.0152 -0.01 -0.01 0.00
C -3.1432 -0.8511 0.1897 0.00 0.03 0.02
C -2.2242 -0.5374 -0.8078 -0.05 -0.14 -0.01
C -2.1696 -1.2910 -1.9751 0.05 0.05 -0.03
C -3.0365 -2.3579 -2.1459 -0.02 -0.03 0.02
N -1.2585 0.4859 -0.6021 0.15 0.10 -0.03
C -1.6711 1.8042 -0.4011 0.13 0.05 0.03
C -2.9923 2.2531 -0.4730 0.00 0.01 0.00
C -3.2633 3.5975 -0.2839 0.00 0.00 -0.01
C -2.2479 4.5218 -0.0312 0.02 0.01 0.01
C -0.9280 4.1088 0.0225 0.00 0.02 0.01
C -0.6504 2.7636 -0.1616 -0.11 -0.07 -0.02
N 0.6382 2.1998 -0.1788 0.06 -0.01 -0.03
N 1.6788 2.8865 -0.0701 -0.13 0.14 -0.01
C 2.8425 2.0967 -0.1451 0.11 -0.14 -0.01
C 4.0699 2.7298 -0.0827 -0.05 0.03 0.01
C 5.2175 1.9566 -0.1715 0.03 -0.03 0.00
C 5.0981 0.5832 -0.3185 0.01 0.02 0.01
C 3.8339 0.0189 -0.3760 -0.01 -0.01 -0.01
N 2.7202 0.7506 -0.2915 -0.03 0.11 0.01
H -4.6231 -3.5161 -1.2836 0.00 0.00 0.00
H -4.7142 -2.1726 0.7898 0.00 0.00 0.00
H -3.1785 -0.2649 1.1003 0.01 -0.01 0.00
H -1.4595 -1.0270 -2.7501 -0.01 -0.01 0.01
H -3.0026 -2.9353 -3.0598 0.00 0.00 -0.01
H -3.7926 1.5611 -0.6916 0.01 -0.01 -0.01
H -4.2877 3.9390 -0.3477 0.00 0.01 0.01
H -2.4914 5.5660 0.1045 0.00 0.00 0.00
H -0.1193 4.8073 0.1887 0.00 0.01 0.00
H 4.1033 3.8047 0.0224 0.00 0.00 0.00
H 6.1932 2.4211 -0.1303 0.00 0.01 0.00
H 5.9705 -0.0502 -0.3915 0.00 -0.01 -0.01
H 3.6963 -1.0486 -0.4926 -0.01 0.00 0.00
N 0.1182 1.7095 3.0011 0.00 0.01 0.01
C 0.9634 0.7696 2.5760 -0.07 0.05 -0.07
N 2.1714 0.6626 3.1323 0.00 -0.02 0.05
O 0.6223 -0.0328 1.6483 0.15 -0.07 0.01
H 0.3114 2.2961 3.7965 0.01 0.01 -0.01
H -0.8087 1.7280 2.6099 -0.01 0.00 0.00
H 2.4274 1.1660 3.9662 0.00 0.00 0.00
H 2.7451 -0.1172 2.8570 -0.01 0.00 0.00
N -0.6746 -4.8952 0.7520 0.00 0.00 0.01
C -0.0414 -4.0483 -0.0785 0.02 0.01 -0.03
C 0.0484 -2.6666 0.1984 -0.05 0.02 0.05
N 0.6719 -1.8534 -0.6356 0.00 0.03 0.01
C 1.2246 -2.3640 -1.7495 0.01 0.01 -0.03
C 1.1193 -3.7187 -2.0073 0.00 0.04 0.04
N 0.4989 -4.5525 -1.1884 -0.02 -0.07 -0.02
H -1.0979 -4.5901 1.6084 0.00 0.00 0.00
H -0.6985 -5.8732 0.5170 0.00 0.00 -0.01
H -0.4039 -2.2326 1.0805 0.02 0.01 -0.01
H 1.7314 -1.6881 -2.4260 0.01 0.01 0.01
H 1.5525 -4.1416 -2.9053 0.00 0.00 0.00
```
Positions in Å, forces in eV/Å.

Electronic structure analysis, Mulliken charges in units of e:
1 Ru 0.667
2 C -0.571
3 C -0.940
4 C 0.125
5 C -0.211
6 C -0.131
7 C -0.828
8 N 0.261
9 C 0.546
10 C -0.459
11 C -0.793
12 C -0.670
13 C -0.550
14 C 0.147
15 N 1.226
16 N -1.355
17 C 0.331
18 C -0.502
19 C -0.410
20 C -0.817
21 C -0.281
22 N 0.202
23 H 0.468
24 H 0.446
25 H 0.504
26 H 0.485
27 H 0.464
28 H 0.548
29 H 0.442
30 H 0.436
31 H 0.522
32 H 0.540
33 H 0.437
34 H 0.452
35 H 0.514
36 N -0.337
37 C 0.580
38 N -0.351
39 O -0.357
40 H 0.209
41 H 0.181
42 H 0.206
43 H 0.247
44 N -0.387
45 C 0.279
46 C -0.301
47 N 0.538
48 C -0.540
49 C -0.516
50 N -0.605
51 H 0.197
52 H 0.264
53 H 0.429
54 H 0.606
55 H 0.413